1.
ORCA calculation (ωB97M-V with the def2-TZVPD basis set) on a molecular structure, C34H61BrN14OSi2.

The value obtained for the LUMO energy is 0.084 eV. Its HOMO energy is -9.019 eV.

Positions of all 113 atoms, in Å:
C 5.99 1.38 0.08
C 5.35 0.21 -0.88
Br 4.49 1.06 -2.52
C 6.49 -0.85 -1.46
Si 5.56 -2.39 -2.26
O 4.27 -3.01 -1.24
Si 2.81 -3.35 -2.18
C 1.27 -2.46 -1.36
C 1.49 -0.85 -1.65
C 0.09 0.00 -1.83
C 0.56 1.60 -1.96
C -0.67 2.62 -2.31
N -0.03 3.94 -2.78
H 5.83 2.45 -0.41
H 7.14 1.23 0.32
H 5.44 1.45 1.13
H 4.51 -0.44 -0.35
H 7.09 -0.35 -2.37
H 7.24 -1.17 -0.62
H 6.55 -3.40 -2.63
H 5.01 -1.87 -3.53
H 2.52 -4.77 -2.34
H 2.97 -2.67 -3.49
H 1.23 -2.66 -0.18
H 0.26 -2.80 -1.89
H 2.07 -0.76 -2.69
H 2.13 -0.32 -0.83
H -0.56 -0.32 -2.76
H -0.53 -0.16 -0.83
H 1.39 1.60 -2.82
H 1.05 1.85 -0.91
H -1.24 2.85 -1.30
H -1.46 2.20 -3.07
H 0.79 4.05 -2.11
H 0.45 3.69 -3.69
C -3.23 -1.25 0.62
C -3.01 -1.14 -0.83
N -2.83 -1.05 -1.97
H -4.22 -0.87 0.91
H -3.17 -2.29 0.96
H -2.48 -0.68 1.19
C -5.28 -5.01 0.31
C -4.46 -4.28 1.29
N -3.81 -3.70 2.06
H -4.86 -5.99 0.09
H -6.30 -5.17 0.68
H -5.36 -4.47 -0.64
C -7.07 -1.43 -0.17
C -8.09 -2.41 -0.59
N -8.89 -3.18 -0.93
H -7.51 -0.60 0.38
H -6.32 -1.89 0.49
H -6.53 -1.01 -1.03
C -2.81 -7.30 3.03
C -3.69 -7.58 1.88
N -4.38 -7.79 0.97
H -2.72 -8.17 3.69
H -1.79 -7.05 2.71
H -3.18 -6.47 3.63
C 8.84 3.49 -1.97
C 9.03 2.20 -1.29
N 9.18 1.18 -0.76
H 9.80 3.97 -2.21
H 8.29 3.38 -2.91
H 8.28 4.20 -1.34
C 10.41 2.34 2.91
C 9.47 3.30 2.31
N 8.73 4.07 1.84
H 10.20 1.31 2.58
H 11.45 2.56 2.63
H 10.36 2.35 4.00
C -0.69 -0.54 4.20
C -1.63 0.42 3.61
N -2.37 1.18 3.14
H -0.90 -1.57 3.88
H 0.35 -0.32 3.92
H -0.74 -0.53 5.30
C 10.14 7.83 -1.62
C 9.12 6.85 -2.04
N 8.31 6.08 -2.38
H 9.70 8.66 -1.07
H 10.89 7.37 -0.96
H 10.67 8.25 -2.47
C -12.40 -3.38 -2.39
C -13.30 -2.26 -2.70
N -14.00 -1.36 -2.94
H -12.70 -3.90 -1.48
H -12.40 -4.13 -3.20
H -11.37 -3.05 -2.26
C 0.38 6.92 -4.03
C -0.18 8.28 -4.15
N -0.62 9.35 -4.25
H 1.47 6.94 -3.98
H 0.02 6.41 -3.13
H 0.11 6.29 -4.89
C -10.37 -1.28 -5.68
C -10.18 -2.57 -5.01
N -10.03 -3.60 -4.47
H -9.41 -0.81 -5.93
H -10.92 -1.39 -6.62
H -10.93 -0.58 -5.06
C -3.55 -1.76 6.72
C -2.19 -1.73 7.30
N -1.12 -1.69 7.75
H -3.60 -2.44 5.86
H -4.29 -2.12 7.45
H -3.87 -0.77 6.39
C 0.42 1.59 9.21
C 0.64 1.71 7.76
N 0.82 1.80 6.61
H -0.56 1.97 9.50
H 0.48 0.55 9.55
H 1.17 2.16 9.78

2.
ORCA calculation (ωB97M-V with the def2-TZVPD basis set) on a molecular structure, C27H31N4NiOSe2.

As for the charge: +1. The value obtained for the LUMO energy (alpha / beta) is -3.222 / -3.227 eV. Its HOMO energy (alpha / beta) is -10.515 / -10.517 eV.

Positions of all 66 atoms, in Å:
Ni -0.19 0.36 0.18
Se 2.43 0.91 1.97
Se 2.18 2.65 0.45
C 0.34 3.16 0.66
C 0.08 4.52 0.78
C -1.23 4.95 0.88
C -2.25 4.00 0.90
C -1.90 2.67 0.78
N -0.64 2.26 0.63
C 2.40 -0.66 0.84
C 3.52 -1.47 0.83
C 3.51 -2.62 0.05
C 2.39 -2.91 -0.70
C 1.31 -2.03 -0.65
N 1.31 -0.94 0.12
H 0.90 5.22 0.81
H -1.46 6.00 0.96
H -3.29 4.28 1.00
H -2.66 1.90 0.80
H 4.39 -1.19 1.41
H 4.37 -3.27 0.03
H 2.34 -3.78 -1.34
H 0.42 -2.19 -1.24
O -1.64 -1.54 -0.97
C -2.85 -1.97 -0.34
C -2.45 -3.08 0.59
C -1.24 -2.66 1.43
C -1.50 -1.48 2.33
C -2.30 -1.68 3.45
C -2.46 -0.67 4.38
C -1.79 0.52 4.17
C -1.03 0.66 3.03
N -0.91 -0.29 2.09
H -1.83 -1.05 -1.78
H -3.57 -2.32 -1.08
H -3.30 -1.14 0.21
H -2.18 -3.96 0.01
H -3.29 -3.36 1.23
H -0.41 -2.45 0.78
H -0.95 -3.49 2.07
H -2.75 -2.65 3.60
H -3.08 -0.82 5.26
H -1.84 1.34 4.88
H -0.50 1.58 2.85
C 3.49 2.44 -2.98
N 3.35 1.02 -3.26
C 4.63 0.36 -3.19
C 2.39 0.38 -2.38
C 0.95 0.80 -2.64
C 0.63 1.08 -3.98
C -0.63 1.48 -4.37
C -1.62 1.61 -3.41
C -1.32 1.32 -2.09
C -0.05 0.89 -1.66
H 4.11 2.91 -3.74
H 3.96 2.63 -2.00
H 2.51 2.93 -2.99
H 5.34 0.85 -3.86
H 4.53 -0.68 -3.50
H 5.06 0.37 -2.17
H 2.65 0.56 -1.33
H 2.47 -0.69 -2.55
H 1.43 1.00 -4.71
H -0.84 1.69 -5.41
H -2.62 1.94 -3.68
H -2.12 1.44 -1.36

3.
ORCA calculation (ωB97M-V with the def2-TZVPD basis set) on C5H11NO2 in the gas phase.

The value obtained for the LUMO energy is 0.850 eV. Its HOMO energy is -8.993 eV. As for the structure (SMILES): C[C@@H](N)CCC(=O)O.

Positions of all 19 atoms, in Å:
C -1.10 -0.90 -2.71
C 0.10 -0.51 -1.80
N 0.80 0.66 -2.24
C -0.38 -0.36 -0.36
C 0.60 0.38 0.57
C 0.21 0.16 2.00
O 0.24 -0.86 2.63
O -0.28 1.32 2.54
H -1.95 -1.25 -2.12
H -1.45 -0.02 -3.23
H -0.78 -1.61 -3.46
H 0.82 -1.33 -1.87
H 1.45 0.61 -3.01
H 0.37 1.57 -2.20
H -1.35 0.14 -0.32
H -0.53 -1.35 0.07
H 0.64 1.45 0.36
H 1.60 0.02 0.40
H -0.57 1.13 3.46